Record 1
{"formula": "C24H43CeNO2P2", "method": "ωB97M-V/def2-TZVPD", "symbols": ["Ce", "C", "C", "C", "C", "C", "C", "H", "H", "H", "C", "H", "H", "H", "C", "H", "H", "H", "C", "H", "H", "H", "C", "H", "H", "H", "C", "C", "C", "C", "C", "C", "C", "C", "H", "H", "H", "H", "H", "H", "H", "H", "H", "H", "H", "H", "P", "P", "C", "C", "H", "H", "H", "H", "C", "H", "H", "H", "C", "H", "H", "H", "C", "H", "H", "H", "C", "H", "H", "H", "O", "N", "O"], "positions_angstrom": [[-1.108, -2.146, 2.434], [-1.334, -1.006, 4.598], [-1.895, -0.149, 3.587], [-3.165, -2.110, 3.665], [-2.100, -2.225, 4.640], [-3.040, -0.818, 3.023], [-0.309, -0.590, 5.602], [-0.268, 0.502, 5.665], [0.709, -0.933, 5.368], [-0.583, -0.977, 6.587], [-1.798, -3.370, 5.559], [-1.449, -2.977, 6.526], [-0.999, -4.022, 5.167], [-2.690, -3.981, 5.729], [-4.100, -3.196, 3.253], [-4.389, -3.802, 4.116], [-3.650, -3.875, 2.504], [-4.994, -2.760, 2.797], [-3.952, -0.247, 1.986], [-4.972, -0.141, 2.380], [-4.010, -0.860, 1.077], [-3.608, 0.745, 1.685], [-1.552, 1.299, 3.400], [-2.470, 1.899, 3.480], [-1.083, 1.516, 2.431], [-0.861, 1.641, 4.176], [2.836, 0.807, 1.449], [2.324, 1.581, 2.418], [1.600, 2.885, 2.295], [1.185, 3.363, 0.884], [0.103, 2.587, 0.198], [0.209, 1.516, -0.603], [1.258, 0.442, -0.502], [2.647, 0.919, -0.042], [2.245, 3.666, 2.742], [2.070, 3.518, 0.249], [0.698, 2.839, 2.926], [2.887, 1.927, -0.410], [3.478, -0.042, 1.715], [2.522, 1.288, 3.452], [3.395, 0.236, -0.487], [0.912, -0.399, 0.148], [-0.654, 1.263, -1.247], [1.367, -0.020, -1.513], [0.722, 4.351, 1.060], [-0.882, 3.070, 0.287], [1.701, 0.287, -3.736], [-0.500, -0.638, -5.368], [2.057, 0.427, -5.581], [1.082, -0.417, -6.373], [3.091, 0.113, -5.756], [1.990, 1.480, -5.873], [0.828, 0.052, -7.334], [1.485, -1.415, -6.582], [-1.289, -1.579, -6.749], [-2.361, -1.691, -6.552], [-0.840, -2.576, -6.811], [-1.147, -1.062, -7.710], [-1.159, 1.000, -5.961], [-0.890, 1.156, -7.019], [-0.768, 1.831, -5.362], [-2.252, 0.989, -5.872], [3.182, -0.759, -3.428], [3.314, -0.966, -2.363], [4.066, -0.246, -3.826], [3.047, -1.711, -3.956], [2.344, 1.981, -3.396], [1.893, 2.672, -4.124], [3.435, 1.985, -3.514], [2.061, 2.320, -2.392], [2.292, -1.436, 3.255], [1.150, -1.843, 3.060], [0.933, -3.166, 2.870]], "s_squared": 0.751, "total_charge": 1, "homo_lumo_gap_ev": [5.73, 5.77], "spin_multiplicity": 2}



Record 2
{"formula": "C24H43ClO40S9", "method": "ωB97M-V/def2-TZVPD", "symbols": ["O", "C", "O", "C", "C", "Cl", "C", "C", "C", "O", "O", "H", "H", "H", "H", "H", "H", "H", "O", "S", "O", "O", "C", "C", "O", "H", "H", "H", "H", "O", "S", "O", "O", "C", "C", "O", "H", "H", "H", "H", "O", "S", "O", "O", "C", "C", "O", "H", "H", "H", "H", "O", "S", "O", "O", "C", "C", "O", "H", "H", "H", "H", "O", "S", "O", "O", "C", "C", "O", "H", "H", "H", "H", "O", "S", "O", "O", "C", "C", "O", "H", "H", "H", "H", "O", "S", "O", "O", "C", "C", "O", "H", "H", "H", "H", "O", "S", "O", "O", "C", "C", "O", "H", "H", "H", "H", "O", "S", "O", "O", "C", "C", "O", "H", "H", "H", "H"], "positions_angstrom": [[-2.085, 4.832, -3.665], [-2.621, 3.900, -3.163], [-3.493, 4.006, -2.142], [-3.787, 2.691, -1.667], [-3.295, 1.786, -2.796], [-4.734, 1.293, -3.792], [-2.663, 0.486, -2.284], [-1.205, 0.447, -2.675], [-0.372, -0.470, -1.868], [-0.312, 0.964, -1.734], [-2.462, 2.615, -3.553], [-3.398, 2.477, -0.678], [-4.867, 2.598, -1.635], [-2.673, 0.418, -1.202], [-3.080, -0.382, -2.778], [-0.978, 0.541, -3.724], [0.500, -0.899, -2.328], [-1.003, -0.960, -1.140], [2.036, 2.857, 3.754], [1.769, 1.603, 3.142], [1.498, 0.458, 3.940], [2.949, 1.278, 2.125], [2.417, 1.057, 0.801], [1.166, 1.903, 0.756], [0.602, 1.760, 2.080], [2.189, -0.004, 0.694], [3.151, 1.350, 0.056], [0.455, 1.568, 0.006], [1.399, 2.957, 0.597], [-6.569, 4.519, -7.963], [-6.553, 5.633, -7.085], [-7.749, 6.285, -6.695], [-5.522, 6.711, -7.669], [-4.509, 7.009, -6.698], [-4.380, 5.738, -5.886], [-5.728, 5.259, -5.767], [-4.852, 7.843, -6.084], [-3.584, 7.283, -7.198], [-3.952, 5.908, -4.903], [-3.792, 4.984, -6.414], [0.816, -5.256, 7.045], [1.798, -4.941, 6.067], [2.761, -5.906, 5.665], [2.543, -3.605, 6.508], [2.430, -2.605, 5.473], [1.120, -2.925, 4.787], [1.080, -4.368, 4.769], [3.277, -2.714, 4.794], [2.443, -1.614, 5.910], [1.061, -2.537, 3.780], [0.266, -2.568, 5.362], [-1.320, -3.406, -1.015], [-2.051, -2.974, 0.122], [-1.959, -1.646, 0.623], [-1.765, -4.014, 1.291], [-3.000, -4.595, 1.764], [-3.910, -4.560, 0.556], [-3.594, -3.313, -0.092], [-3.378, -3.970, 2.572], [-2.828, -5.606, 2.122], [-4.963, -4.585, 0.819], [-3.687, -5.369, -0.141], [1.149, -11.008, 9.290], [2.126, -10.707, 8.307], [3.080, -11.672, 7.896], [2.878, -9.361, 8.746], [2.755, -8.373, 7.709], [1.460, -8.692, 7.021], [1.403, -10.128, 6.998], [3.602, -8.480, 7.031], [2.762, -7.378, 8.142], [1.414, -8.296, 6.012], [0.606, -8.328, 7.595], [1.333, 1.134, -5.533], [0.183, 0.580, -6.154], [-0.659, -0.334, -5.470], [0.624, -0.063, -7.548], [-0.135, 0.515, -8.625], [-0.454, 1.915, -8.145], [-0.720, 1.751, -6.743], [-1.039, -0.078, -8.767], [0.453, 0.507, -9.538], [-1.319, 2.345, -8.639], [0.402, 2.584, -8.257], [-1.563, -2.196, 3.611], [-2.869, -1.800, 3.989], [-4.027, -2.317, 3.345], [-2.954, -0.207, 3.982], [-3.352, 0.279, 5.273], [-2.823, -0.757, 6.241], [-3.035, -2.006, 5.563], [-4.442, 0.336, 5.301], [-2.931, 1.266, 5.442], [-3.348, -0.758, 7.191], [-1.752, -0.635, 6.416], [7.765, 0.738, -6.631], [6.935, 0.155, -5.641], [7.469, -0.361, -4.434], [6.027, -0.962, -6.345], [4.637, -0.682, -6.134], [4.570, 0.824, -6.011], [5.752, 1.169, -5.273], [4.320, -1.173, -5.212], [4.051, -1.061, -6.967], [3.686, 1.162, -5.483], [4.621, 1.309, -6.989], [5.852, 7.202, 1.662], [4.993, 7.592, 2.720], [5.024, 8.903, 3.254], [5.144, 6.526, 3.905], [3.870, 5.944, 4.221], [3.106, 5.988, 2.917], [3.480, 7.243, 2.331], [3.391, 6.556, 4.987], [4.003, 4.932, 4.592], [2.031, 5.946, 3.060], [3.417, 5.184, 2.247]], "total_charge": 0, "homo_lumo_gap_ev": 10.66}



Record 3
{"formula": "C24H43FP2Tc", "method": "ωB97M-V/def2-TZVPD", "symbols": ["Tc", "C", "C", "C", "C", "C", "C", "H", "H", "H", "C", "H", "H", "H", "C", "H", "H", "H", "C", "H", "H", "H", "C", "H", "H", "H", "C", "C", "C", "C", "C", "C", "C", "C", "H", "H", "H", "H", "H", "H", "H", "H", "H", "H", "H", "H", "P", "P", "C", "C", "H", "H", "H", "H", "C", "H", "H", "H", "C", "H", "H", "H", "C", "H", "H", "H", "C", "H", "H", "H", "F"], "positions_angstrom": [[-0.006, -0.213, 0.583], [-0.788, -1.854, 2.190], [0.611, -2.013, 1.793], [0.477, -0.419, 3.497], [-0.833, -0.897, 3.263], [1.376, -1.049, 2.574], [-1.913, -2.772, 1.886], [-1.689, -3.432, 1.046], [-2.846, -2.217, 1.696], [-2.092, -3.411, 2.762], [-2.073, -0.453, 3.940], [-2.929, -0.506, 3.254], [-1.995, 0.571, 4.331], [-2.343, -1.093, 4.789], [0.849, 0.687, 4.412], [1.165, 0.326, 5.392], [0.024, 1.381, 4.606], [1.698, 1.268, 4.038], [2.854, -1.043, 2.680], [3.168, -1.718, 3.492], [3.259, -0.051, 2.925], [3.316, -1.435, 1.771], [1.260, -3.239, 1.224], [1.717, -3.824, 2.035], [2.060, -2.982, 0.514], [0.538, -3.909, 0.747], [-1.757, 1.091, -2.962], [-1.833, -0.312, -2.863], [-1.176, -1.110, -3.999], [0.355, -1.096, -3.809], [0.848, -0.309, -2.593], [1.081, 1.015, -2.659], [0.584, 1.969, -3.686], [-0.921, 1.790, -4.005], [-1.439, -0.607, -4.960], [0.831, -0.624, -4.690], [-1.604, -2.125, -4.042], [-1.003, 1.241, -4.961], [-2.593, 1.682, -2.566], [-2.775, -0.813, -2.595], [-1.358, 2.790, -4.156], [0.812, 3.003, -3.370], [1.965, 1.443, -2.212], [1.152, 1.801, -4.639], [0.749, -2.135, -3.722], [1.274, -0.931, -1.796], [-1.540, 0.023, -0.970], [1.648, 1.555, 0.603], [-0.875, 2.157, -0.656], [0.461, 2.722, -0.238], [-1.716, 2.542, -0.074], [-0.978, 2.529, -1.693], [1.013, 3.151, -1.069], [0.261, 3.519, 0.477], [2.396, 2.745, 1.777], [2.869, 2.215, 2.612], [1.611, 3.405, 2.170], [3.165, 3.385, 1.305], [3.146, 0.965, -0.331], [3.729, 1.790, -0.767], [2.846, 0.279, -1.130], [3.770, 0.382, 0.362], [-3.256, 0.132, -0.339], [-3.604, -0.779, 0.161], [-3.970, 0.335, -1.167], [-3.428, 0.925, 0.403], [-1.232, -1.891, -1.045], [-0.629, -2.384, -0.271], [-0.651, -2.099, -1.962], [-2.227, -2.354, -1.091], [-0.864, 1.285, 1.776]], "s_squared": 3.923, "total_charge": 2, "homo_lumo_gap_ev": [5.24, 5.60], "spin_multiplicity": 4}



| no. | total energy (Ha) |
| --- | --- |
| 1 | -2302.9476 |
| 2 | -7993.5571 |
| 3 | -1802.7873 |